10
Properties=species:S:1:pos:R:3 method="wB97M-V/def2-TZVPD" orbital_gap_ev="8.406 / 8.410" charge=+1 de_lowest_kcal_mol=80.3 spin_multiplicity=1 energy_ev=-7632.8238
C 0.804 1.674 -0.857
C 0.131 -0.072 -0.168
C -0.508 -1.191 0.562
N 0.829 -0.093 -1.281
N 1.362 1.092 -1.790
N 0.027 1.222 0.196
H -0.027 -1.172 1.616
H -0.433 -2.159 -0.034
H -1.603 -1.154 0.884
H -0.582 1.853 0.872